(1)
BH28O12 | ωB97M-V/def2-TZVPD

2S+1 = 1
Charge = -1

XYZ file:
```
41
Properties=species:S:1:pos:R:3:forces:R:3
B 0.179 0.488 0.004 0.842 0.466 0.550
H 0.101 0.056 -1.154 0.256 -0.136 0.170
H -0.912 0.911 0.293 -0.315 -0.048 0.210
H 0.602 -0.333 0.869 -0.358 0.281 -0.747
H 0.950 1.512 0.063 -0.256 -0.632 -0.382
O 0.088 0.560 -4.021 0.289 0.297 -0.629
H 0.928 0.260 -4.369 0.453 0.337 -0.337
H -0.148 -0.221 -3.541 -0.652 -0.707 0.949
O 3.177 -1.887 1.409 0.337 -0.544 1.991
H 4.090 -2.147 1.522 0.173 -0.039 -0.107
H 3.102 -1.512 0.560 -0.157 0.755 -2.125
O 2.484 1.039 2.504 -0.557 1.799 1.004
H 1.958 0.765 1.764 -0.448 -0.559 -0.777
H 3.224 0.478 2.608 0.877 -1.192 -0.162
O -2.322 -1.645 -0.398 -0.724 0.026 -0.570
H -1.616 -1.149 -0.811 0.636 0.400 -0.054
H -3.087 -1.069 -0.555 0.108 -0.170 0.258
O 3.195 -0.556 -1.281 -0.057 -0.548 -0.985
H 2.740 0.104 -0.785 -0.509 1.222 1.057
H 2.543 -0.643 -2.002 0.497 -0.531 0.177
O -3.792 1.481 1.520 -0.948 0.439 1.296
H -3.913 2.321 1.996 0.057 -0.609 -0.045
H -3.228 1.748 0.816 0.814 0.130 -1.345
O 1.099 -2.246 -2.432 -0.649 -1.241 -0.975
H 0.793 -1.993 -1.556 -0.201 0.011 0.340
H 0.622 -3.084 -2.678 0.690 1.363 0.615
O -3.210 2.288 -1.382 -0.598 0.484 -0.689
H -3.767 2.918 -1.894 0.739 -0.740 0.609
H -2.337 2.281 -1.835 -0.147 0.266 0.238
O 1.102 -3.348 2.343 -2.138 -2.060 0.825
H 1.459 -4.248 2.359 0.145 0.766 -0.122
H 1.763 -2.724 2.155 1.811 1.027 -0.596
O -0.657 2.720 -2.315 -0.464 0.703 -0.248
H -0.143 2.538 -1.533 0.298 -0.231 0.809
H -0.294 2.116 -2.959 0.219 -0.569 -0.543
O -1.898 -2.000 2.226 -0.060 0.261 -0.173
H -1.349 -1.444 2.778 0.202 0.032 0.255
H -1.834 -1.568 1.351 -0.251 -0.458 0.335
O -0.817 2.647 2.865 -2.364 2.163 0.076
H -0.216 2.309 3.469 1.905 -1.179 1.428
H -0.657 2.278 2.026 0.507 -1.032 -1.583
```
Positions in Å, forces in eV/Å.

(2)
BH2NO5 | ωB97M-V/def2-TZVPD

2S+1 = 1
SMILES string = O=[N+]([O-])OB(O)O
Charge = 0

XYZ file:
```
9
Properties=species:S:1:pos:R:3:forces:R:3
B 0.035 0.394 0.499 0.343 1.400 -0.651
N -0.352 -1.606 -0.764 1.185 -0.335 -0.602
O -0.684 -1.078 -1.760 -1.132 1.949 -1.842
O 0.038 -2.709 -0.675 0.443 -2.112 1.072
O 1.332 0.720 0.378 1.233 1.494 -0.016
O -0.932 1.279 0.745 -0.420 2.063 0.307
O -0.365 -0.885 0.361 -0.865 -2.013 1.658
H 1.485 1.698 0.470 0.027 -1.611 -0.161
H -0.557 2.188 0.745 -0.816 -0.834 0.235
```
Positions in Å, forces in eV/Å.

Asked for electronic energy across the records above, the calculation gives -25702.52510, -12435.70993 eV in order.
Asked for frontier orbital gap across the records above, the calculation gives 0.33868, 0.41074 Eh in order.
Asked for energy relative to the best compared isomer or geometry (same formula, charge and spin) across the records above, the calculation gives 59.0, 32.6 kJ/mol in order.